1 | Below is C3H7NO in the gas phase, with properties calculated with the ωB97M-V functional and the def2-TZVPD basis.

Each line ends with the Löwdin charge.
Geometry (Å):
C 0.58015 0.78425 -0.50892  -0.5699
H 1.05078 -1.01921 0.44464  0.0895
H 0.72195 -1.20914 -1.25948  0.1141
H -1.73484 -0.40598 -0.48777  0.0800
C 0.43145 -0.70085 -0.34790  -0.1641
C -1.02646 -1.03423 0.05349  -0.0856
H -1.30280 -2.06743 -0.15838  0.0691
H -1.13114 -0.91586 1.12847  0.0649
H 0.52220 1.20595 1.58227  0.0950
H 0.60317 2.49738 0.48413  0.0995
N 0.71897 1.51521 0.64920  0.1539
O 0.56657 1.34991 -1.57977  0.0537

As for the SMILES: CCC(N)=O. The calculation puts the highest occupied orbital energy at -9.787 eV.

***

2 | Below is 2 unconnected molecules or ions with the total composition C3H7NO, with properties calculated with the ωB97M-V functional and the def2-TZVPD basis.

Each line ends with the Löwdin charge.
Geometry (Å):
N -0.67106 -2.92384 -1.52920  0.1126
H -1.44416 -3.10517 -0.91485  0.0994
C 0.33204 1.70547 1.87397  -0.0752
C 0.18678 2.84404 1.18544  -0.0938
H 0.99932 1.79171 2.73066  0.0491
H 0.44740 -1.47265 -2.45420  0.1234
C -0.08859 -1.70651 -1.52278  -0.4284
H 0.00791 0.75421 1.46158  0.0263
H -0.38155 -3.72426 -2.06017  0.0923
H 0.35570 2.97452 0.12550  0.0438
O -0.16721 -0.90999 -0.61871  0.0136
H 0.42343 3.77247 1.72276  0.0368

As for the SMILES: NC=O.C=C. The calculation puts the highest occupied orbital energy at -9.073 eV.

***

It is 2 that is the least stable of them.

***

1 | Below is a molecular structure, C3H7NO, with properties calculated with the ωB97M-V functional and the def2-TZVPD basis.

Each line ends with the Löwdin charge.
Geometry (Å):
O -1.19647 -1.43429 0.65784  0.0477
N 1.02508 -0.20150 0.76729  -0.0461
H -1.36432 1.32078 1.15383  0.0946
H 1.99080 -0.21706 -1.14868  0.0975
H 1.39519 -1.83145 -0.45134  0.0985
H -2.13225 0.89162 -0.38478  0.0868
C -1.18082 0.95065 0.14424  -0.0223
C -0.62345 -0.45853 0.24137  -0.5507
H -0.51293 1.63336 -0.37898  0.0811
C 1.35292 -0.74438 -0.43556  -0.1189
H 1.25911 0.78418 0.82973  0.0748
H -0.01286 -0.69340 -0.99494  0.1571

The calculation puts the highest occupied orbital energy at -8.914 eV.

***

2 | Below is 2 unconnected molecules or ions with the total composition C3H7NO, with properties calculated with the ωB97M-V functional and the def2-TZVPD basis.

Each line ends with the Löwdin charge.
Geometry (Å):
H -0.95458 -0.44076 -0.25333  0.0276
C -1.59408 -0.94961 1.57995  -0.1155
H -0.09269 1.63823 -0.07811  0.0678
N -1.46168 -0.14560 0.59693  0.0138
H -2.23500 -0.65784 2.39525  0.0489
H -1.18390 -1.98251 1.68739  0.0756
C 0.96671 1.44658 -0.21080  -0.0737
O 1.03560 -0.49026 -1.62297  0.0121
H 1.18316 2.04877 -1.14353  0.1137
C 1.08192 0.03800 -0.51138  -0.3789
H 1.50483 1.81763 0.63487  0.0758
H 0.99784 -0.69203 0.41602  0.1330

As for the SMILES: CC=O.C=N. The calculation puts the highest occupied orbital energy at -9.952 eV.

***

3 | Below is 2 unconnected molecules or ions with the total composition C3H7NO, with properties calculated with the ωB97M-V functional and the def2-TZVPD basis.

Each line ends with the Löwdin charge.
Geometry (Å):
H -3.17736 -2.30215 -0.42281  0.0486
H -4.07199 -0.72259 -0.81887  0.0539
H 4.67841 -0.15787 -0.12863  0.0550
H 3.32743 2.06185 1.06065  0.0387
N 3.95717 1.70371 0.34236  0.0064
O -2.09341 0.77472 0.17289  -0.0149
H -2.87541 1.14449 -0.26066  0.0963
H -1.23838 -1.05983 0.28435  0.1076
H 2.90088 -0.11902 0.29393  0.0568
C 3.82838 0.45504 0.18996  -0.1567
C -3.15529 -1.22991 -0.54329  -0.0075
C -2.08043 -0.54844 -0.16987  -0.2844

As for the SMILES: C=CO.C=N. The calculation puts the highest occupied orbital energy at -9.254 eV.

***

4 | Below is 2 unconnected molecules or ions with the total composition C3H7NO, with properties calculated with the ωB97M-V functional and the def2-TZVPD basis.

Each line ends with the Löwdin charge.
Geometry (Å):
H 1.50408 1.90378 -0.30766  0.0346
H -1.72898 0.58373 -0.26385  0.0826
N 1.49312 0.92807 -0.07072  0.0927
H 3.52070 0.84078 -0.04463  0.1193
C -1.40792 -0.27306 0.32726  -0.1420
H 0.40790 -1.55390 0.29872  0.0588
O 2.68440 -0.98392 0.07722  -0.0634
C -0.27835 -0.97008 -0.28645  0.1491
H -0.15683 -0.97766 -1.35244  0.0766
C 2.57959 0.22579 -0.02238  -0.5904
H -2.26026 -0.96449 0.38209  0.0963
H -1.18323 0.03264 1.34756  0.0857

The calculation puts the highest occupied orbital energy (alpha / beta) at -8.654 / -8.788 eV.

***

It is 1 that is the least stable of them.

***

1 | Below is a molecular structure, C4H7NOS, with properties calculated with the ωB97M-V functional and the def2-TZVPD basis.

Each line ends with the Löwdin charge.
Geometry (Å):
H -1.38455 0.19545 -1.07822  0.1319
N 1.89333 0.74060 0.15555  -0.0232
H 0.20532 -1.64087 -1.45698  0.1159
H 0.94063 0.61747 -1.85048  0.1241
C 0.41048 -1.06143 -0.52397  -0.0643
C 0.91646 0.29140 -0.82080  -0.3993
S -3.13051 -0.79265 0.68082  0.6916
C -2.04376 0.10237 1.47624  -0.7481
C -0.55140 0.18651 -0.27893  -0.2487
H 2.43577 1.83024 -0.30781  0.2012
H 0.75591 -1.54040 0.40975  0.1222
H -2.23006 0.54819 2.43036  0.0705
O -0.91896 0.52694 1.05426  -0.0709
H 2.70134 -0.00383 0.11021  0.0971

The calculation puts the highest occupied orbital energy at -8.644 eV.

***

2 | Below is 2 unconnected molecules or ions with the total composition C4H7NOS, with properties calculated with the ωB97M-V functional and the def2-TZVPD basis.

Each line ends with the Löwdin charge.
Geometry (Å):
C 1.13085 -1.94266 0.42436  -0.0589
H 1.05450 0.14228 -1.27937  0.0633
H 0.86102 -2.76286 1.04289  0.0557
H -1.43522 -0.21240 0.28867  0.0291
S -0.24259 1.39250 1.64053  0.8486
C 0.91662 0.27996 1.28027  -0.5412
C 0.79161 1.04138 -1.94676  -0.1645
O 0.50367 2.06681 -1.42757  -0.0151
H 1.32276 -2.23742 -0.67855  0.0918
C -1.88164 0.60772 0.91556  -0.2834
H -2.41850 0.05062 1.67235  0.0161
H 0.69562 0.77178 -3.08905  0.1059
H -2.26541 1.54779 0.46916  0.0299
N 0.96673 -0.74550 0.68751  -0.1771

The calculation puts the highest occupied orbital energy at -7.931 eV.

***

It is 2 that is the least stable of them.

***

1 | Below is a gas-phase ion, C3H8NS (charge +1), with properties calculated with the ωB97M-V functional and the def2-TZVPD basis.

Each line ends with the Löwdin charge.
Geometry (Å):
S -2.54696 0.60924 0.32872  0.8346
C -1.22918 0.66939 -0.61312  -0.5675
H 0.24127 -2.17226 0.38521  0.2281
C 1.24627 0.74123 0.09996  -0.0134
H 2.20997 0.53769 -0.50539  0.1256
N -0.29886 -1.23333 0.52304  0.1345
H 0.44800 -0.51502 -1.41462  0.1524
H 0.05334 -0.86624 1.42047  0.1549
H -1.07646 1.38862 -1.43537  0.0846
H 1.32310 0.48570 1.14626  0.0661
H -1.34242 -1.30222 0.45471  0.0819
H 0.89915 1.82611 0.05203  0.1133
C 0.07277 -0.16892 -0.44190  -0.3952

As for the SMILES: C[C@@H]([NH3+])C=S. The calculation puts the highest occupied orbital energy at -13.849 eV. The net charge is +1.

***

2 | Below is a molecular structure, C3H8NS, with properties calculated with the ωB97M-V functional and the def2-TZVPD basis.

Each line ends with the Löwdin charge.
Geometry (Å):
H 1.17514 -1.94940 0.27574  0.0660
C 0.39990 -1.35067 0.36846  -0.1040
C 0.63114 -0.03296 -0.20386  -0.6717
H -1.21179 1.11382 1.26793  0.1370
S 2.10907 0.67873 -0.83228  0.9030
H -1.42352 -0.53061 -0.60965  0.1243
H -0.15223 -1.48670 1.34525  0.1572
H -0.68561 1.94970 0.05922  0.1251
C -0.41217 -0.90581 -0.80683  -0.0777
N -0.31939 1.27121 0.74764  0.1316
H 1.54511 1.75173 -1.38134  -0.1083
H -0.06000 -1.29813 -1.74353  0.1211
H 0.40275 1.63843 1.52524  0.1964

The calculation puts the highest occupied orbital energy at -14.341 eV. The net charge is +1.

***

It is 2 that is the least stable of them.

***

1 | Below is 2 unconnected molecules or ions with the total composition C5H12O2, with properties calculated with the ωB97M-V functional and the def2-TZVPD basis.

Each line ends with the Löwdin charge.
Geometry (Å):
H 2.79660 0.77703 2.11184  0.0711
H 3.25833 0.25570 0.48385  0.0755
C -0.66191 0.27972 -1.06123  -0.1152
H -3.61090 -0.99215 -1.96636  0.0416
H 2.41387 -0.86925 1.56252  0.0748
H 1.37783 -0.36956 -1.16632  0.1471
H -0.38750 -1.53146 0.66741  0.0812
C -1.78718 0.49762 -0.08346  -0.2727
H 1.20781 1.67181 0.33166  0.1175
H -2.46925 1.34703 -0.28758  0.1229
C 0.60570 -0.27695 -0.39207  -0.4080
O 0.38389 -1.59016 0.08063  -0.0316
H -1.01988 -0.45476 -1.79782  0.1190
C 2.47994 0.17772 1.25210  -0.1020
H 0.39688 0.66243 1.53043  0.1109
H -0.46077 1.21037 -1.60414  0.1200
C 1.13175 0.64443 0.71531  -0.2159
H -3.67710 -1.23358 -1.26442  0.0398
O -1.97813 -0.20599 0.88766  0.0237

As for the SMILES: CC[C@@H](O)CC=O.[H][H]. The calculation puts the highest occupied orbital energy at -10.060 eV.

***

2 | Below is 2 unconnected molecules or ions with the total composition C5H12O2, with properties calculated with the ωB97M-V functional and the def2-TZVPD basis.

Each line ends with the Löwdin charge.
Geometry (Å):
H 2.28950 -0.36217 1.17788  0.1180
C 2.13520 -0.21311 0.09549  -0.2806
H -0.49852 -0.44591 -1.47951  0.0968
C 0.48260 -1.82776 -0.07806  -0.2769
H -2.40211 2.23530 0.96585  0.0825
H 0.25713 -2.78623 -0.57068  0.1421
O 1.75482 -1.46231 -0.49275  -0.1482
H 1.29058 1.70415 0.53038  0.0684
H -1.85814 1.75740 -0.66546  0.0859
H 0.42363 -1.99976 1.01120  0.1399
H 1.08340 1.20816 -1.16872  0.0634
H -1.59530 -1.25342 -0.27271  0.0957
C -0.59525 -0.88801 -0.49541  0.0945
O -1.28899 0.49831 0.89571  -0.2125
C 1.10177 0.84979 -0.13447  -0.1205
C -2.21735 1.38043 0.30489  -0.1507
H 3.11236 0.00405 -0.35196  0.1166
H -3.16558 0.85287 0.15050  0.0814
H -0.30975 0.74824 0.57782  0.0040

The calculation puts the highest occupied orbital energy (alpha / beta) at -7.776 / -7.776 eV.

***

3 | Below is 2 unconnected molecules or ions with the total composition C5H12O2, with properties calculated with the ωB97M-V functional and the def2-TZVPD basis.

Each line ends with the Löwdin charge.
Geometry (Å):
C -2.42750 0.52343 0.58529  -0.1671
H -3.45084 0.30801 0.32558  0.0563
H -2.40215 1.63369 0.97536  0.1116
H -0.95488 -0.77429 -0.37856  0.0899
H 2.46639 0.29763 -0.23900  0.0900
H 3.87744 1.26001 1.15705  0.0972
H 0.85862 -0.95725 1.80566  0.0816
H 2.96446 -1.14849 0.72114  0.1404
H -0.07219 -1.62876 -3.90734  0.0149
C -1.16639 0.27468 -0.20513  -0.2429
C -0.01690 0.58872 0.76827  -0.1268
H -0.07569 1.64957 1.07971  0.1181
C 0.98339 -0.16832 1.13908  -0.1262
H -1.51798 0.90406 -1.09755  0.1434
O 3.01697 1.02677 1.62406  -0.1215
C 2.48190 -0.07907 0.77615  -0.2030
O -0.78153 -1.45501 -3.31371  -0.0464
H -2.34837 -0.09528 1.45336  0.0518
H -1.43475 -2.16010 -3.26942  0.0388

As for the SMILES: CC/C=C/CO.O. The calculation puts the highest occupied orbital energy at -7.420 eV.

***

4 | Below is C5H12O2 in the gas phase, with properties calculated with the ωB97M-V functional and the def2-TZVPD basis.

Each line ends with the Löwdin charge.
Geometry (Å):
H -0.97547 -1.30037 -2.04484  0.0884
C 2.07304 0.96109 0.89170  -0.1046
C 0.18938 -0.67523 0.17768  -0.3768
H 1.66172 1.78614 0.29814  0.0653
H -2.09050 0.07266 -2.28355  0.0770
H -0.59801 1.31194 -0.46377  0.1344
C 0.98841 -0.03371 1.32035  -0.2048
H 2.55716 1.40913 1.76817  0.0706
H -1.43461 -1.19053 0.87261  0.0654
H 0.26951 0.45420 1.98785  0.1156
H 0.92164 -1.07456 -0.55321  0.1532
C -0.85727 0.25546 -0.51576  -0.3102
O -0.63045 -1.72160 0.64148  -0.0519
O -2.06173 0.22884 0.35304  -0.0667
H -2.85907 -0.15773 -0.04702  0.1086
H 1.44810 -0.84925 1.89445  0.1158
H 2.86242 0.48290 0.29668  0.0730
C -1.09040 -0.21264 -1.95185  -0.0402
H -0.37387 0.25324 -2.64213  0.0877

As for the SMILES: CC[C@@H](O)[C@@H](C)O. The calculation puts the highest occupied orbital energy at -9.775 eV.

***

It is 3 that is the least stable of them.